{"formula": "C5H12O2", "method": "ωB97M-V/def2-TZVPD", "species": ["C", "C", "C", "O", "C", "C", "O", "H", "H", "H", "H", "H", "H", "H", "H", "H", "H", "H", "H"], "coordinates": [[2.31254, -0.61846, 0.66541], [1.65439, 0.04582, -0.54147], [0.26121, -0.36192, -0.74958], [-0.36319, 0.51277, 2.04775], [-0.84375, 0.39186, -1.26025], [-2.23354, -0.07506, -0.17180], [-2.71113, 0.78010, 0.76834], [3.39207, -0.44229, 0.64233], [1.84332, -0.19336, 1.55867], [2.13378, -1.70185, 0.64952], [2.13343, -0.33855, -1.46508], [1.75515, 1.13420, -0.54426], [0.11848, -1.44903, -0.75395], [-0.57615, 1.44565, 1.83286], [-1.13720, -0.02761, -2.24894], [-0.60304, 1.46334, -1.38140], [-1.93184, -1.04102, 0.26881], [-2.99975, -0.17593, -0.93757], [-2.20478, 0.65133, 1.62061]], "mulliken_charge": [-1.0575, -0.2769, -0.0763, -0.9430, -0.5459, -0.3792, -0.5192, 0.3487, 0.2412, 0.3070, 0.3034, 0.2951, 0.3175, 0.2218, 0.3398, 0.3282, 0.3117, 0.3972, 0.3865], "orbital_gap_ev": [6.54, 6.34], "largest_force_ev_per_a": 1.14, "e_lumo_ev": [-1.46, -1.52], "homo_ev": [-8.0, -7.9], "e_above_lowest_ev": 5.340, "charge": 0, "multiplicity": 1}

{"formula": "C15H16N2O3", "method": "ωB97M-V/def2-TZVPD", "species": ["C", "C", "C", "C", "N", "C", "C", "C", "C", "C", "C", "C", "C", "N", "C", "O", "C", "H", "O", "H", "H", "C", "O", "H", "H", "H", "H", "H", "H", "H", "H", "H", "H", "H", "H", "H"], "coordinates": [[-0.00329, -2.88146, -3.16450], [0.48759, -1.62557, -2.45604], [1.54254, -1.95474, -1.40178], [2.12626, -0.69623, -0.75538], [1.11670, 0.09559, -0.06910], [0.61805, -0.28988, 1.15617], [1.10716, -1.41249, 1.83725], [0.59461, -1.77775, 3.06236], [-0.42740, -1.04530, 3.65884], [-0.92175, 0.06349, 3.01736], [-0.41144, 0.45566, 1.77422], [-0.90886, 1.61793, 1.10229], [-0.36131, 1.98487, -0.08607], [-0.76858, 3.15627, -0.72271], [-1.81000, 3.89394, -0.28533], [-2.13942, 4.95304, -0.76561], [-2.60264, 3.23400, 0.84833], [-3.01513, 4.01284, 1.49329], [-1.88883, 2.34690, 1.69370], [-3.44039, 2.69425, 0.37755], [-0.22909, 3.43333, -1.53601], [0.69252, 1.23199, -0.73224], [1.18184, 1.59077, -1.79505], [-1.70756, 0.66033, 3.45216], [-0.82273, -1.34583, 4.61641], [0.99499, -2.64632, 3.56327], [1.90081, -2.00577, 1.41604], [2.53096, -0.04819, -1.53717], [2.93072, -0.94624, -0.06039], [2.36372, -2.50147, -1.86982], [1.09753, -2.60009, -0.64146], [0.90980, -0.93212, -3.18512], [-0.35901, -1.12637, -1.97888], [-0.43988, -3.57778, -2.45120], [-0.75850, -2.63064, -3.90498], [0.82001, -3.38098, -3.67041]], "mulliken_charge": [-1.4370, -0.1895, -0.4059, -1.5745, 0.1948, 0.3826, -0.8135, -0.8586, -0.6369, -0.7905, 0.5927, 0.9984, -0.0515, -0.0756, 0.3847, -0.6364, -0.4097, 0.3036, -0.5543, 0.2505, 0.1997, 0.9588, -0.7540, 0.4730, 0.4081, 0.4011, 0.2826, 0.4719, 0.4531, 0.4653, 0.3551, 0.3139, 0.2253, 0.3343, 0.3954, 0.3433], "orbital_gap_ev": 8.41, "largest_force_ev_per_a": 0.81, "e_lumo_ev": 0.19, "homo_ev": -8.2, "e_above_lowest_ev": 0.000, "charge": 0, "multiplicity": 1}

{"formula": "C4H6F2OS", "method": "ωB97M-V/def2-TZVPD", "species": ["C", "C", "C", "C", "H", "H", "H", "H", "H", "H", "O", "F", "F", "S"], "coordinates": [[-2.12409, 0.23194, -0.81950], [-0.30512, -0.10847, 0.58625], [1.06419, -0.74323, 0.59542], [2.16653, 0.12644, 0.01238], [-2.51797, -0.03944, -1.80717], [-2.02879, 1.34865, -0.77344], [-2.85269, -0.13041, -0.04484], [-0.22363, 0.98527, 0.73375], [-0.93194, -0.51830, 1.39007], [3.13275, -0.38612, -0.05609], [-0.88044, -0.38346, -0.67553], [2.33671, 1.19997, 0.85828], [1.77444, 0.61678, -1.18699], [1.39003, -2.19964, 1.18741]], "mulliken_charge": [-0.7015, -0.5377, 0.1300, 0.1881, 0.2479, 0.2963, 0.2826, 0.3218, 0.4568, 0.2834, -0.2671, -0.2563, -0.2373, -0.2069], "orbital_gap_ev": 8.54, "largest_force_ev_per_a": 1.06, "e_lumo_ev": -0.89, "homo_ev": -9.4, "e_above_lowest_ev": 0.851, "charge": 0, "multiplicity": 1}

{"formula": "C3H5NS", "method": "ωB97M-V/def2-TZVPD", "species": ["C", "C", "C", "H", "H", "H", "H", "H", "N", "S"], "coordinates": [[-1.35814, 0.38941, 0.31052], [-0.29540, -0.36283, -0.19690], [1.02513, 0.42313, -0.32251], [-0.96094, 1.21647, 0.89557], [-0.31900, -1.13307, -1.08025], [1.48292, 0.09957, -1.28680], [1.22879, 1.38888, 0.12288], [1.15025, -0.97452, 1.35386], [0.94513, -0.81318, 0.27868], [-2.89874, -0.23386, -0.07505]], "mulliken_charge": [-0.4760, 0.1962, -0.3485, 0.2599, 0.2783, 0.1828, 0.3154, 0.2271, -0.4047, -0.2304], "orbital_gap_ev": 8.13, "largest_force_ev_per_a": 8.21, "e_lumo_ev": -0.58, "homo_ev": -8.7, "e_above_lowest_ev": 3.425, "charge": 0, "multiplicity": 1}

{"formula": "C35H28N7O2Re", "method": "ωB97M-V/def2-TZVPD", "species": ["Re", "O", "C", "C", "C", "C", "N", "C", "C", "C", "C", "C", "C", "O", "C", "C", "N", "H", "H", "H", "H", "H", "H", "H", "H", "H", "H", "H", "H", "C", "N", "C", "C", "C", "C", "C", "N", "C", "C", "C", "C", "C", "C", "H", "H", "H", "H", "H", "H", "H", "H", "H", "H", "H", "N", "C", "C", "C", "N", "C", "N", "C", "C", "C", "C", "C", "C", "C", "H", "H", "H", "H", "H"], "coordinates": [[-0.27792, 0.60063, -0.02171], [1.86319, -3.62261, 4.24090], [0.46830, -3.72480, 4.11522], [0.03801, -3.00463, 2.87604], [-1.26353, -2.53599, 2.68594], [-1.52075, -1.70401, 1.61547], [-0.57637, -1.32108, 0.75212], [0.62935, -1.92634, 0.81104], [0.96775, -2.75925, 1.86453], [1.49805, -1.63463, -0.34233], [2.46940, -2.51721, -0.77771], [3.11061, -2.29452, -1.99506], [4.06084, -3.33157, -2.50057], [4.56771, -4.06583, -1.41864], [2.78376, -1.13576, -2.70265], [1.85213, -0.26944, -2.16825], [1.20064, -0.50168, -1.02410], [2.15911, -4.08907, 5.03048], [-0.04741, -3.28157, 4.97933], [0.15151, -4.77624, 4.03649], [-2.06415, -2.78273, 3.36672], [-2.51639, -1.31287, 1.44364], [1.95796, -3.17827, 1.95572], [2.71094, -3.40868, -0.22112], [4.85471, -2.86010, -3.09442], [3.49038, -3.98683, -3.18169], [5.10435, -4.79784, -1.74061], [3.23759, -0.90697, -3.65524], [1.60497, 0.65863, -2.66600], [1.66222, 2.84476, 0.51852], [0.38221, 2.60079, -0.12721], [-0.40579, 3.59326, -0.39945], [-1.66417, 3.44240, -1.02575], [-2.65517, 4.38822, -1.24592], [-3.65287, 3.79211, -2.03353], [-3.24317, 2.51493, -2.32320], [-2.05184, 2.26389, -1.70004], [1.61134, 2.16313, 1.86993], [2.03924, 0.84200, 2.00441], [1.96362, 0.19856, 3.23250], [1.45537, 0.87216, 4.32908], [1.02791, 2.18550, 4.20000], [1.09208, 2.82759, 2.97540], [1.85535, 3.91446, 0.62599], [2.45081, 2.39924, -0.09964], [-0.11823, 4.61203, -0.14492], [-2.65861, 5.39512, -0.87712], [-4.56138, 4.25796, -2.35898], [-3.73123, 1.74928, -2.89511], [2.54159, 0.35541, 1.17724], [2.33219, -0.81038, 3.34338], [1.42107, 0.38521, 5.29044], [0.65190, 2.72012, 5.05784], [0.76872, 3.85501, 2.88687], [-1.71032, 1.24034, 1.01397], [-2.71465, 1.42788, 1.60644], [-3.90081, 1.58399, 2.22502], [-4.75855, 2.64345, 1.86638], [-5.43387, 3.50958, 1.54218], [-4.27620, 0.59824, 3.15949], [-4.51047, -0.27001, 3.86980], [-1.32837, 1.10806, -1.72045], [-1.30713, 0.37327, -2.96237], [-1.27133, 1.06600, -4.19161], [-1.10969, 0.38063, -5.37837], [-1.00051, -1.00342, -5.37684], [-1.03396, -1.70404, -4.17527], [-1.17910, -1.02891, -2.98126], [-1.33669, 2.14471, -4.20056], [-1.06373, 0.92737, -6.30838], [-0.88310, -1.53597, -6.30585], [-0.96082, -2.78020, -4.18039], [-1.24860, -1.57244, -2.04621]], "mulliken_charge": [0.5834, -0.4944, -0.8331, 0.6290, -1.2070, -0.5793, 0.3798, 0.3669, -0.9825, 0.5980, -0.5127, 0.1362, -0.6568, -0.5021, -1.1579, -0.6581, 0.1412, 0.3347, 0.4074, 0.3632, 0.5831, 0.8171, 0.5576, 0.6270, 0.3705, 0.3085, 0.3316, 0.5115, 0.5178, -1.4827, -0.1444, 0.1018, -0.3686, -0.5265, -1.1097, -0.3638, 1.1755, 0.2738, 0.3753, -0.7105, -0.7301, -0.8336, -0.3437, 0.7112, 0.2917, 0.5294, 0.5393, 0.5230, 0.6195, 0.6072, 0.6222, 0.4725, 0.4576, 0.4805, 0.2444, 1.1091, -0.1557, -0.0518, -0.3686, 0.0244, -0.3986, 0.1364, -0.1915, -0.7345, -0.8903, -0.5100, -0.8876, 0.0842, 0.4856, 0.4529, 0.4671, 0.5144, 0.5226], "orbital_gap_ev": [5.96, 5.94], "largest_force_ev_per_a": 3.13, "e_lumo_ev": [-7.67, -7.65], "homo_ev": [-13.6, -13.6], "e_above_lowest_ev": 0.635, "charge": 2, "multiplicity": 1}

{"formula": "C5H10O", "method": "ωB97M-V/def2-TZVPD", "species": ["C", "O", "C", "C", "C", "C", "H", "H", "H", "H", "H", "H", "H", "H", "H", "H"], "coordinates": [[-1.94314, -1.21159, -1.90244], [-0.46525, -0.35672, -1.49300], [0.01273, -0.66997, -0.16903], [1.00392, 0.35069, 0.30869], [1.15180, 0.56726, 1.78950], [0.51581, 1.62654, 0.93934], [-1.12479, 0.35745, -1.42371], [-1.63255, -1.46679, -2.93105], [-1.74643, -2.13287, -1.32329], [-0.85459, -0.73451, 0.50082], [0.46175, -1.66308, -0.25633], [1.91076, 0.41765, -0.28817], [2.14907, 0.74431, 2.18069], [0.50857, -0.00509, 2.45341], [-0.55782, 1.77341, 1.03388], [1.07564, 2.53616, 0.74437]], "mulliken_charge": [-0.6067, -0.3775, -0.7031, 0.0557, -0.6156, -0.5793, 0.4286, 0.1692, 0.1258, 0.3727, 0.3339, 0.3723, 0.2639, 0.2343, 0.2602, 0.2657], "orbital_gap_ev": 8.82, "largest_force_ev_per_a": 0.44, "e_lumo_ev": 0.97, "homo_ev": -7.9, "e_above_lowest_ev": 5.136, "charge": 0, "multiplicity": 1}

no.,total energy (Ha)
1,-348.0086
2,-916.4824
3,-829.1234
4,-570.1087
5,-1962.0140
6,-271.5639